107
Properties=species:S:1:pos:R:3:forces:R:3 method="wB97M-V/def2-TZVPD" homo_lumo_gap_ha="0.1606 / 0.1728" homo_ev="-5.31 / -5.71" max_force_ev_per_a=3.31 relative_energy_kj_mol=113.5 s2=8.797 multiplicity=6
C 3.68671 1.43063 0.09774 -0.2 -0.2 0.1
H 4.54344 0.11986 1.59479 0.1 0.0 0.1
H -3.27313 2.36338 -4.30812 -0.1 0.2 0.0
H -2.15845 2.94573 2.07861 0.1 0.1 0.1
H -1.43273 5.08830 -1.43091 0.0 0.0 -0.2
H -0.32082 3.46216 5.02567 -0.1 0.1 0.2
C -3.98627 3.17964 -1.01358 0.7 -0.2 0.0
H 0.17071 -0.05665 -4.88117 0.0 0.1 -0.2
H -0.25084 4.50927 -0.27400 0.2 -0.1 0.1
C -0.85386 -7.55580 -6.36721 0.4 -0.1 0.0
H -2.60850 0.02403 3.14166 0.0 -0.1 0.0
N 1.36806 1.83177 1.91070 -1.9 -2.6 -0.5
H -4.00895 3.62609 -2.00131 0.0 0.1 -0.3
C 0.93944 -2.05653 -0.93896 -0.3 0.7 0.6
C -2.78433 -6.48651 -5.36726 -0.2 -0.2 -0.2
H -1.33088 0.75521 4.86418 0.1 -0.1 0.0
H -2.86500 0.83922 -5.07446 0.1 -0.1 -0.2
C -0.50204 -5.94135 -4.65964 -1.0 -0.2 -0.2
C 0.11314 5.02655 2.83447 0.1 -0.1 0.2
N 0.31027 -0.32453 4.12691 0.0 0.5 0.5
C 0.43238 -3.23096 2.26626 -0.3 0.0 0.1
H -0.70168 5.36991 3.47067 -0.2 0.1 0.0
C 3.77177 0.09145 0.82898 -0.2 0.0 0.0
H -1.73405 5.27274 0.28737 -0.1 0.0 0.1
H -0.95148 -2.96342 3.90615 -0.1 0.0 0.0
H -4.54876 2.25384 -1.05952 -0.1 -0.3 0.0
C 1.14672 -1.37314 4.68676 0.2 -0.1 -0.2
Ru 0.42781 0.18179 1.49745 0.6 0.8 0.9
H 0.77509 3.06238 -3.93753 0.2 0.0 0.1
H 0.32473 -3.51017 1.21427 0.0 0.0 0.1
N -0.03667 -1.30461 -0.38683 -0.2 -0.6 -0.6
C 0.02630 -6.85382 -5.56955 0.0 0.0 0.0
C -1.61543 -2.59885 -1.65453 0.4 -1.0 -0.7
H 0.77418 0.57207 4.20658 -0.1 0.0 -0.1
H 2.90719 -1.29966 3.47022 0.0 -0.1 -0.1
H -1.14584 -0.85308 5.55738 0.0 0.1 -0.1
C 0.71653 -3.08342 -1.81694 -0.8 -0.6 -0.6
C 2.58491 1.39253 -0.95874 -0.1 -0.1 0.1
H 0.51166 -2.15530 5.10345 0.0 0.0 0.1
C 1.14299 4.24952 3.65745 -0.1 -0.1 -0.1
H -3.10204 1.58787 1.49606 -0.2 -0.1 -0.1
H 1.53373 -3.64234 -2.23962 0.2 -0.1 0.0
C -0.12106 -0.07209 -3.83520 -0.4 0.5 0.3
H 0.02113 2.42562 3.62184 0.0 0.0 0.1
H 2.11420 -2.32711 1.64064 0.0 0.1 0.1
C -0.27826 2.99652 -4.18943 -0.2 -0.6 0.4
H 5.37849 3.37157 0.46592 0.1 0.0 -0.1
N -1.38001 -1.50498 2.49069 -0.4 -0.1 -0.6
C -0.83374 -4.43460 -3.17144 -0.1 -1.4 -1.3
C -1.29100 -1.58843 -0.78748 0.6 0.5 0.5
N 1.40072 -2.14457 2.33894 0.3 -0.3 -0.5
C -1.25037 1.67661 -1.51376 -0.1 0.1 -0.4
Si -2.17816 2.89626 -0.46250 -0.2 0.5 0.8
H -0.28734 4.37585 2.06364 -0.1 0.0 -0.1
H 4.01269 -0.70438 0.12569 0.0 -0.2 -0.1
C 3.50661 2.57847 1.06227 -0.2 -0.1 0.1
H -1.67448 -3.60077 2.42991 0.1 0.0 0.2
H -3.55525 0.85818 -3.45979 -0.2 -0.1 0.1
C -1.90773 -5.76576 -4.57549 0.7 -0.3 -0.2
H -2.88667 -7.95288 -6.91297 0.0 0.0 0.0
C -1.05423 -0.27502 4.62836 -0.1 -0.1 -0.1
C 4.46956 4.60773 1.95168 0.1 0.0 0.0
H -2.80335 -1.47261 4.07021 0.1 0.1 -0.1
H 1.53954 4.92793 4.42434 0.0 -0.1 -0.1
C -2.23446 -7.38213 -6.26643 -0.3 0.2 0.1
H 0.78641 -0.14618 -3.24492 0.2 0.0 0.2
H -1.97010 -1.52453 1.66525 0.0 0.0 0.3
C -2.06724 -0.81905 3.57396 0.0 0.1 0.2
H 2.52407 2.34713 -1.47471 -0.1 0.1 -0.1
H -0.61804 1.00981 -0.92776 0.1 0.1 0.0
C -1.31580 4.60669 -0.46300 -0.2 -0.7 -0.2
H 2.45990 -2.93837 4.00078 0.1 0.1 0.0
C 2.33571 2.70308 1.90853 1.4 1.4 0.0
H -0.69406 -0.98013 -3.66951 -0.1 -0.1 0.0
C 2.31024 3.86655 2.77151 0.1 -0.2 0.0
H 2.79842 -0.11584 1.30499 0.5 0.0 -0.1
C -2.87079 1.37161 -4.12753 0.6 0.0 0.4
C 3.36164 4.75777 2.76716 0.2 0.1 -0.1
H 0.78291 -4.12151 2.81572 0.0 0.0 -0.1
C 2.06768 -1.98114 3.62269 0.0 0.2 0.2
H 2.78802 0.61102 -1.68875 0.0 -0.1 -0.2
N -2.08989 -4.80827 -3.61633 0.3 0.4 0.3
H -2.07235 -0.93803 -0.40540 0.0 0.0 0.0
H -2.96914 -4.42365 -3.31976 0.0 0.0 0.0
H 3.31075 5.61526 3.42526 0.0 0.1 0.1
H 1.18743 2.53676 4.96453 0.1 -0.2 0.1
H -1.32055 1.51146 1.45968 -0.3 0.4 0.0
H 4.64433 1.58682 -0.41602 -0.1 0.0 0.1
C 0.46204 3.08699 4.36782 -0.1 0.1 -0.1
H 1.95175 -1.79530 -0.65723 0.0 0.1 0.1
H 1.77844 -0.99596 5.50423 -0.1 -0.2 0.0
H 1.09322 -6.99178 -5.64177 0.1 0.0 0.0
N 0.12102 -5.11359 -3.77650 0.0 0.8 0.7
C 4.51957 3.50906 1.11080 0.1 0.2 0.0
H -0.74713 3.92076 -3.87638 -0.2 0.3 0.1
C -0.95980 -2.86190 2.82003 0.3 -0.1 -0.1
H -2.65091 -2.75251 -1.92002 -0.1 0.1 0.0
H 0.57690 5.89129 2.36593 0.0 0.1 -0.1
H -3.85325 -6.35837 -5.28786 -0.1 0.0 0.0
H -4.50871 3.85054 -0.33840 0.0 0.1 0.2
C -0.59951 -3.40441 -2.21213 0.4 1.7 1.5
C -2.20342 2.17449 1.31547 0.2 -0.1 -0.7
Si -1.11826 1.48925 -3.36204 0.0 0.1 -0.7
H 1.61695 1.19223 -0.47705 0.2 0.1 -0.2
H 5.27343 5.32549 1.97336 0.1 0.1 0.0
H -0.46893 -8.26557 -7.08679 0.0 0.0 0.0
H -0.35575 2.93684 -5.27137 -0.1 -0.1 -0.2